# 1
The following is a DFT calculation (the ωB97M-V functional and the def2-TZVPD basis) of an isolated molecule of C7H6.

Geometry (Å):
C (-2.8645, 0.0046, -0.3541)
C (-1.6979, -0.0620, 0.0020)
C (-0.3048, -0.0316, 0.5316)
C (0.5374, 1.1833, 0.2243)
C (1.7365, 0.7881, -0.2868)
C (1.7592, -0.7199, -0.2981)
C (0.5881, -1.1918, 0.1334)
H (-3.8565, 0.1662, -0.8222)
H (-0.4428, -0.0411, 1.6102)
H (0.2663, 2.2429, 0.2933)
H (2.5192, 1.4349, -0.6257)
H (2.6514, -1.3809, -0.4563)
H (0.3391, -2.2459, 0.2877)

* LUMO level: 1.054 eV
* orbital gap: 9.92 eV
* structure (SMILES): C#CC1C=CC=C1
* spin multiplicity: 1
* energy: -7352.937 eV
* energy above the lowest of the compared OMol25 structures with the same formula, charge and spin: 0.5617 eV


# 2
The following is a DFT calculation (the ωB97M-V functional and the def2-TZVPD basis) of an isolated molecule of C7H6.

Geometry (Å):
C (1.7067, -0.4417, 0.2015)
C (0.8328, 0.4106, 0.7598)
C (0.0949, -1.4648, -1.2812)
C (1.2583, -1.4319, -0.6517)
C (-0.4674, 0.4287, 0.1999)
C (-1.3089, 1.4518, 0.6849)
C (-0.7940, -0.5653, -0.7589)
H (2.8277, -0.5343, 0.4797)
H (1.0019, 1.1225, 1.6075)
H (-0.3217, -2.3213, -1.8569)
H (-2.1370, 1.9136, 0.0784)
H (-0.8813, 1.9383, 1.5971)
H (-1.8118, -0.5061, -1.0601)

* LUMO level (spin up / spin down): -0.332 / -0.482 eV
* orbital gap (spin up / spin down): 7.01 / 8.43 eV
* spin multiplicity: 1
* energy: -7351.547 eV
* energy above the lowest of the compared OMol25 structures with the same formula, charge and spin: 1.9524 eV


# 3
The following is a DFT calculation (the ωB97M-V functional and the def2-TZVPD basis) of an isolated molecule of C7H6.

Geometry (Å):
C (-2.1692, -0.0089, 1.0205)
C (-0.8672, 0.0327, 0.4891)
C (0.4361, 0.7369, 0.5498)
C (0.5128, -0.6434, 0.4753)
C (1.0167, 1.9040, 0.3063)
C (0.9805, -1.8795, 0.2640)
C (-2.1134, -0.1656, -0.4130)
H (2.0337, 1.8274, 0.2531)
H (0.3868, 2.8557, 0.2621)
H (0.4636, -2.8330, 0.1263)
H (2.1235, -1.9575, 0.3250)
H (-2.1199, -1.0040, -1.0093)
H (-2.5020, 0.7415, -1.0148)

* LUMO level: -0.355 eV
* orbital gap: 7.89 eV
* spin multiplicity: 1
* energy: -7347.800 eV
* energy above the lowest of the compared OMol25 structures with the same formula, charge and spin: 5.6993 eV


# 4
The following is a DFT calculation (the ωB97M-V functional and the def2-TZVPD basis) of a 24-piece molecular cluster, C7H63B2O27 overall.

Geometry (Å):
C (2.2707, -2.5860, 0.0216)
B (1.9987, -1.5107, -1.2368)
O (2.8286, -1.6455, -2.4612)
B (0.8070, -0.4001, -0.9863)
O (1.0508, 0.7457, -0.0615)
C (-0.3236, 1.3468, -0.0065)
C (-1.0739, 0.8550, -1.4177)
O (-1.1989, 2.0715, -2.2869)
C (-2.5893, 0.2388, -1.3250)
C (-2.6713, -1.3866, -1.1250)
C (-4.2522, -1.7994, -0.7783)
C (-2.1926, -2.2469, -2.4757)
O (-0.0098, 0.0922, -2.1130)
H (2.2072, -3.6973, -0.3433)
H (3.2879, -2.2937, 0.5269)
H (1.4235, -2.4363, 0.8388)
H (2.2718, -1.8526, -3.2690)
H (0.0194, -1.0317, -0.3402)
H (-0.9494, 0.7611, 0.8116)
H (-0.1881, 2.4961, 0.1709)
H (-0.4833, 2.7434, -2.0121)
H (-3.1954, 0.7321, -0.4229)
H (-3.1742, 0.4889, -2.3236)
H (-2.0370, -1.8020, -0.2204)
H (-4.9480, -1.6334, -1.7228)
H (-4.2563, -2.9331, -0.4078)
H (-4.6577, -1.0895, 0.0911)
H (-3.1238, -2.8894, -2.7793)
H (-1.2258, -2.9070, -2.2449)
H (-1.9173, -1.4449, -3.3138)
O (5.3341, -0.6248, 0.0034)
H (4.7874, -0.7066, -0.7925)
H (5.9345, -1.3838, -0.0460)
O (-2.9072, -2.4813, 1.9148)
H (-3.2546, -2.1124, 2.7408)
H (-2.9822, -3.4397, 2.0366)
O (2.9210, 2.3645, 1.8903)
H (3.6512, 2.4405, 1.2577)
H (2.2839, 1.7866, 1.4441)
O (5.1928, -3.3294, 1.1225)
H (4.8454, -2.9605, 1.9485)
H (5.1178, -4.2878, 1.2443)
O (-3.5011, 0.0295, 3.9309)
H (-2.6467, 0.2917, 3.5565)
H (-3.8962, 0.8655, 4.2207)
O (1.9629, 5.2814, 2.0732)
H (2.6646, 5.9338, 1.9278)
H (2.4285, 4.4316, 2.0671)
O (-5.7110, 0.0976, -2.9694)
H (-4.7977, 0.2783, -3.2385)
H (-5.8353, 0.6458, -2.1802)
O (-3.3482, 2.4801, -4.3244)
H (-3.7673, 3.3222, -4.5575)
H (-2.8904, 2.6692, -3.4916)
O (5.1778, 3.8533, 3.9647)
H (4.7424, 3.4355, 3.2063)
H (5.2739, 3.1328, 4.6055)
O (5.4017, -4.6639, -2.0111)
H (6.3150, -4.4832, -2.2801)
H (5.2774, -4.1156, -1.2218)
O (7.8517, 5.6515, 3.1203)
H (8.3313, 4.8676, 2.8128)
H (7.1111, 5.2882, 3.6289)
O (-5.8377, 3.5592, -3.6010)
H (-5.8245, 2.6130, -3.3923)
H (-6.4436, 3.9352, -2.9448)
O (0.6769, -2.0760, -4.9091)
H (0.5344, -1.5217, -5.6910)
H (0.4580, -2.9698, -5.2128)
O (6.5912, 3.7209, 1.1065)
H (6.7543, 4.6744, 1.0483)
H (6.3237, 3.5850, 2.0279)
O (0.2912, 0.9209, -5.0810)
H (0.4543, 1.8744, -5.1392)
H (0.0237, 0.7850, -4.1596)
O (0.4033, 2.3753, 3.4670)
H (1.2577, 2.6376, 3.0925)
H (0.0082, 3.2114, 3.7568)
O (7.8769, 1.4469, 2.4506)
H (7.7344, 2.0012, 1.6687)
H (7.6580, 0.5531, 2.1469)
O (-2.2327, -1.5338, -5.5385)
H (-1.5310, -0.8814, -5.6839)
H (-1.7671, -2.3836, -5.5446)
O (0.2728, 7.9122, 2.5107)
H (0.7608, 7.1159, 2.2524)
H (0.6357, 8.1374, 3.3805)
O (-4.8145, -4.7794, 1.8026)
H (-5.3845, -4.3338, 1.1579)
H (-5.2317, -5.6455, 1.9246)
O (-5.3566, 0.5728, 6.0213)
H (-4.8770, -0.2110, 5.7138)
H (-6.0971, 0.2096, 6.5299)
O (-6.6145, -6.3855, 0.9594)
H (-7.1845, -5.9399, 0.3146)
H (-7.0317, -7.2516, 1.0814)
O (-0.9750, -5.2722, 3.0621)
H (-0.4067, -4.9912, 2.3292)
H (-1.8718, -5.2083, 2.7006)

* LUMO level: 1.582 eV
* orbital gap: 5.92 eV
* net charge: -1
* spin multiplicity: 1
* energy: -64917.190 eV


# 5
The following is a DFT calculation (the ωB97M-V functional and the def2-TZVPD basis) of a 26-piece molecular cluster, C7H68NO29P2 overall.

Geometry (Å):
C (-1.9126, -2.3601, -0.6906)
C (-2.0053, -0.9201, -0.2310)
P (-0.8950, 0.0865, -1.3174)
C (-1.5930, 1.7974, -1.2894)
C (0.7805, 0.2178, -0.5694)
C (1.3249, -1.0954, -0.0583)
O (2.4112, -0.9389, 0.8838)
C (3.1753, 0.2252, 0.7301)
P (4.2724, 0.0468, -0.7310)
O (3.5666, -0.3366, -1.9581)
O (5.1997, 1.2999, -0.9240)
O (5.2953, -1.0928, -0.3238)
C (2.3390, 1.5087, 0.7569)
N (0.9008, 1.1941, 0.5828)
H (-0.9598, -2.8448, -0.4803)
H (-2.6691, -2.9363, -0.1807)
H (-2.0576, -2.4195, -1.7579)
H (-1.8277, -0.7971, 0.8364)
H (-3.0067, -0.5924, -0.4842)
H (-0.9197, 2.4979, -1.7752)
H (-1.6831, 2.1357, -0.2580)
H (-2.5359, 1.8063, -1.8110)
H (1.4204, 0.6130, -1.3479)
H (1.6613, -1.6714, -0.9110)
H (0.5649, -1.6671, 0.4548)
H (3.8282, 0.2814, 1.5939)
H (4.7512, 1.9248, -1.5214)
H (4.9186, -1.9053, -0.7070)
H (2.6458, 2.2725, 0.0583)
H (2.4280, 1.9385, 1.7484)
H (0.3790, 2.0604, 0.4383)
H (0.5883, 0.6950, 1.4175)
O (-2.7983, -3.6215, 2.0533)
H (-2.8022, -3.5257, 3.0126)
H (-1.9597, -4.0537, 1.8585)
O (5.1186, -0.7369, 3.0140)
H (5.5673, -1.3715, 3.5847)
H (5.3887, -0.9930, 2.1240)
O (-4.5494, -2.3061, -2.2682)
H (-5.2793, -2.0547, -1.6922)
H (-4.9653, -2.4179, -3.1339)
O (-4.9381, -0.8456, 1.6779)
H (-4.3060, -0.2650, 2.1211)
H (-4.4404, -1.6501, 1.4804)
O (-0.9772, -3.2642, -3.3492)
H (-1.5202, -4.0435, -3.5244)
H (-0.6286, -3.0231, -4.2146)
O (1.6361, 4.4779, 0.0411)
H (1.8143, 4.7143, 0.9595)
H (2.4584, 4.7045, -0.4069)
O (-3.3204, 3.0076, 0.6733)
H (-3.0882, 3.8616, 0.2877)
H (-4.2852, 2.9844, 0.6242)
O (-7.8122, 0.0522, 1.3152)
H (-7.8482, 0.1412, 2.2730)
H (-6.9451, -0.3375, 1.1505)
O (1.3129, -1.7950, -3.8822)
H (1.9917, -1.2310, -3.4863)
H (1.7776, -2.6199, -4.0624)
O (0.1754, -5.6487, -1.7055)
H (0.4371, -5.5513, -0.7846)
H (0.3032, -4.7746, -2.1002)
O (-6.2229, -1.2406, -4.2774)
H (-6.4151, -0.4107, -3.8250)
H (-6.4540, -1.0654, -5.1968)
O (-4.3832, 1.5757, 3.2779)
H (-4.1264, 1.6334, 4.2055)
H (-4.2273, 2.4612, 2.9307)
O (3.5180, 0.8860, 5.0110)
H (3.9713, 0.2455, 5.5744)
H (3.7811, 0.6369, 4.1158)
O (4.1006, 5.4223, 1.3237)
H (4.2638, 5.6395, 2.2525)
H (4.9294, 5.6377, 0.8828)
O (-1.1651, 2.3747, 2.7885)
H (-1.1979, 3.3141, 3.0079)
H (-1.9272, 2.2490, 2.2019)
O (-8.6353, -1.9989, -2.1931)
H (-8.4496, -1.7184, -1.2895)
H (-7.8093, -1.8774, -2.6755)
O (1.4536, 2.6248, 4.2614)
H (0.5927, 2.3711, 3.9137)
H (1.7489, 1.8644, 4.7865)
O (-1.8961, -4.2550, -5.9245)
H (-2.7766, -3.9072, -6.1026)
H (-1.8125, -5.0160, -6.5136)
O (4.6740, 0.1419, 7.8392)
H (3.8504, -0.1745, 8.2268)
H (4.7856, 1.0152, 8.2275)
O (7.0993, -0.6485, -3.0643)
H (6.5004, -1.1615, -3.6175)
H (6.6200, -0.5225, -2.2383)
O (4.6188, 6.0030, 4.3546)
H (3.7740, 5.6213, 4.6227)
H (4.6600, 6.8465, 4.8189)
O (3.5974, 1.2780, 10.4589)
H (4.1206, 2.0866, 10.4943)
H (3.8926, 0.7757, 11.2267)
O (-2.2429, 1.8009, -4.5295)
H (-1.8461, 1.1423, -3.9493)
H (-1.9114, 1.5774, -5.4084)
O (-0.7248, 1.9442, -7.6846)
H (-0.0713, 2.5146, -7.2648)
H (-0.2396, 1.1376, -7.8919)
O (0.3462, -6.0184, -7.1240)
H (0.5708, -5.7499, -6.2261)
H (1.1615, -5.8938, -7.6212)

* LUMO level: -2.473 eV
* orbital gap: 8.50 eV
* net charge: +1
* spin multiplicity: 1
* energy: -87804.901 eV


Which of these has the lowest energy? C7H68NO29P2


Repeat the third record exactly.
The following is a DFT calculation (the ωB97M-V functional and the def2-TZVPD basis) of an isolated molecule of C7H6.

Geometry (Å):
C (-2.1692, -0.0089, 1.0205)
C (-0.8672, 0.0327, 0.4891)
C (0.4361, 0.7369, 0.5498)
C (0.5128, -0.6434, 0.4753)
C (1.0167, 1.9040, 0.3063)
C (0.9805, -1.8795, 0.2640)
C (-2.1134, -0.1656, -0.4130)
H (2.0337, 1.8274, 0.2531)
H (0.3868, 2.8557, 0.2621)
H (0.4636, -2.8330, 0.1263)
H (2.1235, -1.9575, 0.3250)
H (-2.1199, -1.0040, -1.0093)
H (-2.5020, 0.7415, -1.0148)

* LUMO level: -0.355 eV
* orbital gap: 7.89 eV
* spin multiplicity: 1
* energy: -7347.800 eV
* energy above the lowest of the compared OMol25 structures with the same formula, charge and spin: 5.6993 eV


Look up the energy of the fifth one. -87804.901 eV